Below is a molecular structure, C18H23F4N6O3Sc at a distorted geometry, with properties calculated with wB97M-V/def2-TZVPD.

```
55
Properties=species:S:1:pos:R:3:forces:R:3
Sc 0.370 -0.408 -0.408 0.82 0.50 0.25
N 0.628 1.830 -1.587 -0.50 0.93 0.10
C 0.085 1.585 -2.955 0.13 0.24 -0.10
C 0.657 0.257 -3.440 0.57 -1.43 -0.08
O 0.843 0.065 -4.641 -0.29 0.20 0.31
N 0.916 -0.667 -2.454 -1.35 1.94 -0.06
C 1.210 -2.014 -2.857 0.44 0.59 0.03
C 1.022 -2.911 -1.644 0.60 -0.61 0.66
O 0.904 -4.108 -1.759 -0.12 -0.09 -0.14
O 1.037 -2.327 -0.432 -0.06 0.78 -1.05
H 0.115 2.620 -1.155 0.37 -0.65 -0.22
H 1.596 2.167 -1.677 -0.49 -0.41 0.12
H 0.298 2.372 -3.729 0.01 -0.61 0.88
H -1.016 1.510 -2.877 0.50 -0.06 -0.05
H 2.249 -2.017 -3.209 0.08 -0.60 0.08
H 0.609 -2.361 -3.697 -0.14 -0.07 0.07
C 3.023 1.503 0.658 1.12 -1.57 -1.26
N 2.737 0.049 0.411 -0.18 0.85 -0.24
C 3.796 -0.501 -0.452 0.02 -0.09 0.21
C 2.593 -0.708 1.670 0.64 0.17 0.45
C 1.458 -0.132 2.567 -0.16 -0.56 -0.64
N 0.329 0.372 1.771 -0.04 0.10 -0.73
C -0.581 1.152 2.411 -0.33 -0.51 0.99
C -1.718 1.628 1.709 0.89 -0.30 -0.53
F -1.662 1.451 0.330 -0.09 -0.11 0.57
C -2.829 2.225 2.261 0.37 -0.40 0.56
F -3.885 2.462 1.478 -0.15 0.24 -0.14
C -2.849 2.496 3.615 1.00 -0.09 0.00
C -1.670 2.198 4.335 -1.22 0.42 -0.40
F -1.629 2.683 5.581 0.26 -0.29 0.40
C -0.612 1.490 3.832 0.28 0.15 -1.58
F 0.477 1.277 4.609 -0.50 0.10 0.16
H 3.897 1.622 1.324 -0.21 -0.01 -0.25
H 3.264 1.909 -0.353 -0.16 0.09 0.95
H 2.168 1.947 1.084 -0.94 0.72 0.43
H 4.799 -0.398 -0.013 -0.14 0.02 0.19
H 3.582 -1.550 -0.576 0.04 -0.43 -0.18
H 3.842 -0.035 -1.445 -0.39 0.05 0.32
H 2.502 -1.774 1.419 -0.45 0.36 -0.02
H 3.536 -0.652 2.267 -0.37 0.11 -0.29
H 1.090 -0.960 3.214 0.48 0.57 0.00
H 1.875 0.680 3.157 0.16 -0.26 0.15
H -3.653 3.000 4.118 -0.18 0.07 -0.04
C -3.289 0.109 -1.810 -0.03 1.96 -0.16
C -2.906 -1.137 -1.128 0.84 -1.16 0.85
N -1.676 -1.444 -0.717 -0.30 -0.72 0.26
C -1.718 -2.788 -0.258 0.43 0.89 -0.18
C -2.976 -3.249 -0.373 -0.57 -0.11 -0.05
N -3.717 -2.205 -0.900 0.01 0.65 -0.45
H -2.724 1.026 -1.399 -0.88 -1.70 -0.76
H -4.357 0.353 -1.721 0.20 -0.23 0.28
H -3.133 0.026 -2.899 0.28 0.01 0.35
H -0.802 -3.286 0.057 -0.56 0.18 -0.02
H -3.419 -4.215 -0.144 0.18 0.39 -0.08
H -4.688 -2.216 -1.169 0.06 -0.17 0.10
```
Positions in Å, forces in eV/Å.

Values from the calculation:
Total charge: 0
HOMO energy in eV: -7.54
Relative energy (zero: lowest compared OMol25 entry of this formula, charge and spin) in kcal/mol: 7.7
Lowest unoccupied orbital energy in eV: 0.139
DFT total energy in hartree: -2414.31109
Gap between HOMO and LUMO in eV: 7.7